## a
The following is a quantum chemistry calculation of a cluster of 2 separate species, C5H14 in total, from OMol25.

HOMO energy (alpha / beta) = 1.5 / -7.9 eV
frontier orbital gap (alpha / beta) = 2.70 / 12.15 eV

Geometry as ORCA input:
```
! RIJCOSX wB97M-V def2-TZVPD def2/J DEFGRID3
* xyz -1 2
C -0.659 -1.593 -1.260
C -1.812 -1.469 -2.284
H -0.619 -2.604 -0.847
H 0.314 -1.507 -1.753
H -0.733 -0.880 -0.447
H -1.397 -1.444 -3.285
H -2.276 -0.486 -2.146
H -2.605 -2.179 -2.059
C 0.907 1.406 0.723
C 0.044 1.769 1.932
C 1.631 0.066 0.977
H 0.353 1.389 -0.195
H 1.715 2.107 0.566
H 0.672 2.279 2.656
H -0.373 0.881 2.400
H 1.866 0.064 2.043
H 0.977 -0.797 0.844
H -0.806 2.394 1.651
H 2.511 -0.115 0.359
*
```

## b
The following is a quantum chemistry calculation of a cluster of 2 separate species, C5H14 in total, from OMol25.

HOMO energy (alpha / beta) = 1.6 / -7.6 eV
frontier orbital gap (alpha / beta) = 2.58 / 11.77 eV

Geometry as ORCA input:
```
! RIJCOSX wB97M-V def2-TZVPD def2/J DEFGRID3
* xyz -1 2
C 0.644 -0.583 -3.058
C 0.369 0.395 -1.916
H 1.003 -1.596 -2.756
H -0.123 -0.680 -3.814
H 1.613 -0.353 -3.526
H -0.186 1.243 -2.358
H 1.201 0.973 -1.513
H -0.247 -0.080 -1.174
C -0.840 0.413 1.529
C 0.116 1.019 2.613
C -0.537 -1.084 1.247
H -1.923 0.401 1.746
H -0.825 1.056 0.654
H -0.144 0.800 3.637
H -0.646 -1.446 0.230
H 0.485 -1.305 1.551
H 0.186 2.055 2.360
H 0.993 0.363 2.537
H -1.139 -1.590 2.012
*
```

How do the energies compare? Relative to the most stable structure, in hartree: a 0.0000; b 0.0256.

## a
The following is a quantum chemistry calculation of a cluster of 2 separate species, C5H14 in total, from OMol25.

HOMO energy (alpha / beta) = 1.5 / -7.5 eV
frontier orbital gap (alpha / beta) = 2.75 / 11.62 eV

Geometry as ORCA input:
```
! RIJCOSX wB97M-V def2-TZVPD def2/J DEFGRID3
* xyz -1 2
C -0.410 -1.874 -1.931
C -1.627 -1.571 -1.086
H 0.476 -1.273 -1.737
H -0.001 -2.880 -1.713
H -0.662 -2.036 -2.972
H -1.840 -0.542 -1.105
H -1.523 -1.773 -0.013
H -2.495 -2.145 -1.414
C 0.720 1.590 0.575
C 1.934 0.760 1.067
C -0.531 1.299 1.438
H 0.925 2.658 0.441
H 0.554 1.300 -0.470
H 1.954 -0.102 0.395
H -0.977 0.387 1.055
H -0.205 1.283 2.470
H 1.724 0.339 2.045
H 2.885 1.284 1.008
H -1.249 2.094 1.218
*
```

## b
The following is a quantum chemistry calculation of a cluster of 2 separate species, C5H14 in total, from OMol25.

HOMO energy (alpha / beta) = 1.5 / -7.5 eV
frontier orbital gap (alpha / beta) = 2.67 / 11.75 eV

Geometry as ORCA input:
```
! RIJCOSX wB97M-V def2-TZVPD def2/J DEFGRID3
* xyz -1 2
C 1.207 -1.588 0.078
C 1.849 -2.325 -1.090
H 0.561 -0.778 -0.283
H 0.551 -2.196 0.726
H 1.834 -1.023 0.769
H 2.829 -2.772 -0.874
H 2.102 -1.576 -1.838
H 1.155 -3.100 -1.425
C -1.770 1.303 0.160
C -1.198 1.036 1.574
C -0.586 1.769 -0.679
H -2.554 2.065 0.219
H -2.150 0.429 -0.390
H -0.947 -0.042 1.681
H -0.346 1.640 1.864
H 0.266 2.117 -0.085
H -0.734 2.598 -1.413
H -1.844 1.441 2.359
H -0.226 1.002 -1.353
*
```

## c
The following is a quantum chemistry calculation of a cluster of 2 separate species, C5H14 in total, from OMol25.

HOMO energy (alpha / beta) = 1.5 / -7.9 eV
frontier orbital gap (alpha / beta) = 2.71 / 12.15 eV

Geometry as ORCA input:
```
! RIJCOSX wB97M-V def2-TZVPD def2/J DEFGRID3
* xyz -1 2
C 0.520 1.702 -3.225
C 1.600 1.508 -2.098
H 0.553 0.819 -3.860
H -0.486 1.776 -2.815
H 0.827 2.611 -3.742
H 1.215 0.915 -1.268
H 2.070 2.438 -1.793
H 2.296 0.838 -2.606
C -0.580 -1.638 2.290
C 0.312 -0.439 2.050
C -1.968 -1.511 1.641
H -0.683 -1.887 3.346
H -0.210 -2.548 1.848
H 0.263 -0.061 1.030
H -0.004 0.363 2.722
H -2.153 -2.171 0.789
H -2.148 -0.536 1.170
H 1.378 -0.625 2.219
H -2.800 -1.554 2.303
*
```

How do the energies compare? Relative to the most stable structure, in hartree: a 0.0033; b 0.0096; c 0.0000.

## a
The following is a quantum chemistry calculation of a cluster of 2 separate species, C5H14 in total, from OMol25.

HOMO energy (alpha / beta) = 1.6 / -7.6 eV
frontier orbital gap (alpha / beta) = 2.77 / 11.91 eV

Geometry as ORCA input:
```
! RIJCOSX wB97M-V def2-TZVPD def2/J DEFGRID3
* xyz -1 2
C 1.584 1.023 -0.978
C 1.823 1.924 0.233
C 1.597 -0.453 -0.636
H 2.436 1.143 -1.645
H 0.696 1.297 -1.549
H 0.871 2.228 0.679
H 2.388 1.418 1.018
H 1.026 -0.723 0.258
H 2.327 2.860 -0.009
H 2.565 -0.945 -0.508
H 1.101 -1.142 -1.332
C -1.953 -1.653 0.994
C -2.887 -0.729 0.260
H -1.875 -1.603 2.093
H -2.146 -2.705 0.734
H -0.891 -1.571 0.707
H -3.909 -1.010 0.522
H -2.844 0.305 0.619
H -2.683 -0.706 -0.811
*
```

## b
The following is a quantum chemistry calculation of a cluster of 2 separate species, C5H14 in total, from OMol25.

HOMO energy (alpha / beta) = 1.5 / -7.7 eV
frontier orbital gap (alpha / beta) = 2.75 / 11.98 eV

Geometry as ORCA input:
```
! RIJCOSX wB97M-V def2-TZVPD def2/J DEFGRID3
* xyz -1 2
C -2.237 1.345 0.803
C -0.900 2.029 0.999
C -2.266 -0.138 1.231
H -2.585 1.440 -0.229
H -3.020 1.900 1.341
H -0.881 3.090 0.746
H -0.550 1.911 2.027
H -1.486 -0.330 1.967
H -2.149 -0.805 0.380
H -0.112 1.527 0.429
H -3.232 -0.344 1.690
C 2.294 -1.319 -0.679
C 2.551 -1.600 -2.151
H 1.292 -0.923 -0.495
H 2.438 -2.229 -0.086
H 2.967 -0.562 -0.271
H 3.598 -1.400 -2.411
H 1.963 -0.969 -2.818
H 2.315 -2.622 -2.472
*
```

How do the energies compare? Relative to the most stable structure, in hartree: a 0.0105; b 0.0000.

## a
The following is a quantum chemistry calculation of a cluster of 2 separate species, C5H14 in total, from OMol25.

HOMO energy (alpha / beta) = 1.6 / -7.0 eV
frontier orbital gap (alpha / beta) = 2.68 / 11.19 eV

Geometry as ORCA input:
```
! RIJCOSX wB97M-V def2-TZVPD def2/J DEFGRID3
* xyz -1 2
C 1.712 -0.579 0.414
C 2.120 -1.364 -0.843
C 0.422 -1.186 1.196
H 2.462 -0.748 1.157
H 1.329 0.466 0.280
H 1.366 -1.669 -1.502
H 0.576 -2.321 1.172
H 2.720 -2.278 -0.675
H 2.741 -0.565 -1.254
H 0.583 -0.747 2.197
H -0.449 -0.670 0.752
C -2.314 1.018 -0.811
C -1.622 1.892 0.119
H -3.267 1.337 -0.955
H -1.905 0.843 -1.771
H -2.479 0.107 -0.432
H -1.210 1.342 1.017
H -0.675 2.296 -0.341
H -2.111 2.827 0.279
*
```

## b
The following is a quantum chemistry calculation of a cluster of 2 separate species, C5H14 in total, from OMol25.

HOMO energy (alpha / beta) = 1.6 / -7.0 eV
frontier orbital gap (alpha / beta) = 2.65 / 11.20 eV

Geometry as ORCA input:
```
! RIJCOSX wB97M-V def2-TZVPD def2/J DEFGRID3
* xyz -1 2
C 0.937 1.289 -0.841
C 1.756 2.609 -0.609
C -0.364 1.327 0.112
H 1.378 0.386 -0.372
H 0.468 1.305 -1.836
H 1.453 3.347 0.138
H 2.709 2.220 -0.320
H -1.140 0.730 -0.384
H 1.866 3.030 -1.622
H -0.913 2.277 0.247
H -0.014 0.911 1.050
C -1.235 -3.138 0.168
C -0.998 -1.902 1.043
H -0.998 -4.047 0.740
H -2.215 -3.273 -0.259
H -0.495 -3.166 -0.639
H -1.317 -0.969 0.592
H -1.513 -1.884 2.015
H 0.052 -1.920 1.383
*
```

How do the energies compare? Relative to the most stable structure, in hartree: a 0.0209; b 0.0000.

## a
The following is a quantum chemistry calculation of an isolated molecule of C5H13N, from OMol25.

structure (SMILES) = CC(C)N(C)C
HOMO energy = -8.5 eV
frontier orbital gap = 9.61 eV

Geometry as ORCA input:
```
! RIJCOSX wB97M-V def2-TZVPD def2/J DEFGRID3
* xyz 0 1
C -0.079 1.070 1.698
N -0.090 0.884 0.253
C -1.470 0.779 -0.193
C 0.081 -1.641 0.007
C 0.735 -0.274 -0.158
C 1.185 -0.088 -1.610
H 0.945 0.989 2.061
H -0.414 2.083 1.934
H -0.718 0.381 2.271
H -1.974 1.729 -0.013
H -2.034 -0.021 0.319
H -1.559 0.536 -1.253
H 0.859 -2.404 0.008
H -0.604 -1.893 -0.799
H -0.487 -1.791 0.932
H 1.633 -0.233 0.454
H 2.007 -0.774 -1.820
H 0.386 -0.241 -2.337
H 1.596 0.910 -1.755
*
```

## b
The following is a quantum chemistry calculation of an isolated molecule of C5H13N, from OMol25.

structure (SMILES) = CC(C)[C@@H](C)N
HOMO energy = -9.5 eV
frontier orbital gap = 10.58 eV

Geometry as ORCA input:
```
! RIJCOSX wB97M-V def2-TZVPD def2/J DEFGRID3
* xyz 0 1
C 1.794 0.750 0.461
C 0.665 -0.263 0.548
C -0.187 -0.296 -0.716
C -1.285 -1.362 -0.619
C -0.800 1.056 -1.059
N -0.193 0.082 1.715
H 2.065 0.970 -0.576
H 2.703 0.397 0.947
H 1.526 1.685 0.956
H 1.106 -1.254 0.721
H 0.486 -0.549 -1.553
H -0.901 -2.277 -0.183
H -2.075 -0.972 0.029
H -1.698 -1.601 -1.604
H -0.031 1.818 -1.225
H -1.459 1.451 -0.297
H -1.380 0.974 -1.984
H 0.425 0.130 2.526
H -0.762 -0.739 1.911
*
```

How do the energies compare? Relative to the most stable structure, in hartree: a 0.0199; b 0.0000.

## a
The following is a quantum chemistry calculation of a structure of composition C5H13N, from OMol25.

HOMO energy = -6.7 eV
frontier orbital gap = 5.01 eV

Geometry as ORCA input:
```
! RIJCOSX wB97M-V def2-TZVPD def2/J DEFGRID3
* xyz 0 1
C 0.256 0.744 -1.646
C -0.842 -0.064 -1.015
C -0.530 -1.444 -0.429
C -0.635 1.181 -0.035
C 0.639 1.361 0.876
N 0.840 -1.544 1.663
H 1.310 0.397 -1.220
H 0.239 1.036 -2.719
H -1.849 -0.010 -1.445
H 0.054 -1.997 -1.224
H -1.436 -2.003 -0.088
H 1.022 -2.487 1.805
H -1.095 2.097 -0.493
H -1.430 0.987 0.852
H 0.309 1.702 1.879
H 1.235 2.176 0.411
H 1.211 0.429 1.051
H 0.114 -1.274 0.596
H 1.101 -0.912 2.449
*
```

## b
The following is a quantum chemistry calculation of an isolated molecule of C5H13N, from OMol25.

structure (SMILES) = CC(C)N(C)C
HOMO energy = -8.7 eV
frontier orbital gap = 9.76 eV

Geometry as ORCA input:
```
! RIJCOSX wB97M-V def2-TZVPD def2/J DEFGRID3
* xyz 0 1
C 0.092 -1.664 1.235
N -0.068 -0.192 0.833
C -1.607 -0.041 0.614
C -0.180 0.208 -1.654
C 0.688 0.128 -0.402
C 1.362 1.502 -0.144
H 0.221 -1.636 2.365
H -0.765 -2.279 1.058
H 1.154 -2.093 0.818
H -1.927 1.080 0.717
H -2.268 -0.559 1.394
H -2.027 -0.468 -0.297
H 0.478 0.470 -2.450
H -0.704 1.253 -1.636
H -0.844 -0.590 -1.741
H 1.535 -0.624 -0.583
H 1.328 2.184 -1.070
H 1.035 1.794 0.892
H 2.496 1.529 0.052
*
```

How do the energies compare? Relative to the most stable structure, in hartree: a 0.2098; b 0.0000.

## a
The following is a quantum chemistry calculation of an isolated molecule of C5H13N, from OMol25.

structure (SMILES) = CNCC(C)C
HOMO energy = -8.3 eV
frontier orbital gap = 9.49 eV

Geometry as ORCA input:
```
! RIJCOSX wB97M-V def2-TZVPD def2/J DEFGRID3
* xyz 0 1
C -1.713 -1.978 -1.249
N -0.762 -1.382 -0.278
C -0.462 0.032 -0.434
C 0.837 0.554 0.175
C 0.744 0.281 1.695
C 1.130 2.005 -0.043
H -2.147 -2.915 -0.952
H -2.493 -1.240 -1.385
H -1.027 -2.200 -2.079
H 0.132 -1.843 -0.163
H -0.336 0.264 -1.519
H -1.292 0.607 -0.006
H 1.565 -0.190 -0.162
H 0.618 -0.697 2.157
H 1.594 0.736 2.237
H -0.101 0.796 2.204
H 0.191 2.576 -0.098
H 1.672 2.486 0.780
H 1.849 2.107 -0.880
*
```

## b
The following is a quantum chemistry calculation of a cluster of 2 separate species, C5H13N in total, from OMol25.

structure (SMILES) = C=CCC.CN
HOMO energy = -9.3 eV
frontier orbital gap = 10.35 eV

Geometry as ORCA input:
```
! RIJCOSX wB97M-V def2-TZVPD def2/J DEFGRID3
* xyz 0 1
C -0.702 0.533 0.711
C -1.253 1.895 0.299
C -0.719 2.340 -1.028
C -1.470 2.636 -2.077
H 0.365 0.563 0.933
H -1.189 0.131 1.601
H -0.857 -0.180 -0.100
H -0.994 2.654 1.041
H -2.342 1.844 0.238
H 0.363 2.425 -1.111
H -1.090 3.050 -2.999
H -2.546 2.481 -2.013
C 2.102 -3.384 0.722
N 1.572 -2.030 0.594
H 1.382 -4.173 0.486
H 2.479 -3.536 1.729
H 2.935 -3.501 0.033
H 1.150 -1.851 -0.311
H 0.815 -1.896 1.254
*
```

How do the energies compare? Relative to the most stable structure, in hartree: a 0.0056; b 0.0000.

## a
The following is a quantum chemistry calculation of a structure of composition C19H28IMnO2, from OMol25.

HOMO energy (alpha / beta) = -6.8 / -7.4 eV
frontier orbital gap (alpha / beta) = 5.90 / 7.44 eV

Geometry as ORCA input:
```
! RIJCOSX wB97M-V def2-TZVPD def2/J DEFGRID3
* xyz 0 5
O 0.417 0.699 -2.155
C -0.310 -0.237 -3.024
C 0.987 -0.801 -3.610
H -0.899 0.333 -3.761
H -0.986 -0.913 -2.463
C 1.689 0.143 -2.585
H 1.144 -0.463 -4.638
H 1.213 -1.865 -3.452
C 2.636 1.161 -3.220
H 2.112 1.745 -3.981
H 3.503 0.678 -3.711
H 3.023 1.857 -2.456
C 2.332 -0.559 -1.398
H 1.546 -1.045 -0.800
H 2.840 0.201 -0.796
H 3.105 -1.282 -1.710
Mn -0.178 -1.368 2.456
C 0.208 -3.674 2.493
C -1.163 -3.717 2.815
C -1.875 -3.034 1.801
H -1.588 -4.254 3.668
C -0.934 -2.552 0.816
C 0.380 -2.971 1.241
H 1.287 -2.919 0.641
H 0.992 -4.224 3.019
H -2.957 -3.007 1.694
H -1.160 -2.110 -0.156
C 1.050 -1.476 4.397
C 1.866 -1.750 3.268
C 1.797 -0.640 2.353
H 2.548 -2.592 3.159
C 0.939 0.358 2.960
C 0.493 -0.176 4.228
H -0.071 0.358 4.985
H 0.938 -2.114 5.277
H 2.374 -0.516 1.442
H 0.754 1.341 2.554
O -1.150 2.117 -0.573
C -0.944 2.980 -1.702
C -2.156 3.886 -1.973
H -0.797 2.346 -2.588
H -0.042 3.599 -1.521
C -3.136 3.558 -0.830
H -2.581 3.653 -2.955
H -1.869 4.939 -1.972
C -2.392 2.505 0.035
H -4.069 3.135 -1.217
H -3.369 4.449 -0.237
H -2.988 1.582 0.160
H -2.159 2.913 1.038
I -2.398 -0.273 2.986
*
```

## b
The following is a quantum chemistry calculation of a structure of composition C19H28IMnO2, from OMol25.

HOMO energy (alpha / beta) = -6.7 / -7.3 eV
frontier orbital gap (alpha / beta) = 5.95 / 7.31 eV

Geometry as ORCA input:
```
! RIJCOSX wB97M-V def2-TZVPD def2/J DEFGRID3
* xyz 0 5
O -0.488 1.338 -2.199
C 0.691 2.151 -2.259
C -0.107 3.415 -1.891
H 1.168 2.104 -3.239
H 1.386 1.813 -1.475
C -1.304 2.441 -1.695
H -0.308 4.170 -2.655
H 0.343 3.815 -0.968
C -2.482 2.447 -2.639
H -2.111 2.386 -3.661
H -3.124 3.317 -2.572
H -3.078 1.545 -2.476
C -1.702 2.373 -0.240
H -0.805 2.189 0.379
H -2.446 1.582 -0.062
H -2.177 3.327 0.027
Mn 0.337 -0.812 2.253
C 1.116 0.720 3.880
C 2.398 0.109 3.849
C 2.848 0.069 2.507
H 2.950 -0.212 4.736
C 1.826 0.660 1.661
C 0.793 1.186 2.543
H 0.076 1.965 2.282
H 0.581 1.015 4.782
H 3.832 -0.254 2.177
H 1.942 0.946 0.618
C -0.766 -1.483 3.871
C -1.402 -0.289 3.366
C -1.859 -0.537 2.042
H -1.612 0.612 3.936
C -1.531 -1.877 1.705
C -0.934 -2.509 2.857
H -0.676 -3.552 2.977
H -0.366 -1.637 4.871
H -2.497 0.132 1.464
H -1.779 -2.345 0.765
O 0.532 -1.479 -1.192
C -0.155 -1.316 -2.460
C 0.429 -2.130 -3.599
H -0.070 -0.279 -2.777
H -1.214 -1.542 -2.275
C 1.433 -3.027 -2.899
H 0.925 -1.459 -4.303
H -0.364 -2.675 -4.102
C 1.287 -2.692 -1.399
H 2.465 -2.860 -3.226
H 1.214 -4.083 -3.062
H 2.269 -2.571 -0.893
H 0.692 -3.500 -0.930
I 1.822 -2.710 1.600
*
```

How do the energies compare? Relative to the most stable structure, in hartree: a 0.0000; b 0.0348.